Here is 9 unconnected molecules or ions with the total composition C34H93N7O9 in a non-equilibrium geometry from OMol25. Energies are from ωB97M-V with the def2-TZVPD basis set.

```
143
Properties=species:S:1:pos:R:3:lowdin_charge:R:1
C -3.39399 2.68133 1.96189 -0.091
O -2.77334 1.40663 2.09381 -0.248
C -2.34584 1.09473 3.44808 -0.178
C -2.15167 -0.44554 3.68592 -0.377
C -1.92272 -0.69192 5.20782 -0.051
N -0.95160 -0.85926 2.87195 0.065
H -3.08899 2.99416 0.93821 0.095
H -3.09460 3.42951 2.67037 0.056
H -4.46718 2.62362 1.96357 0.082
H -1.34755 1.57121 3.64546 0.125
H -3.10828 1.47884 4.13774 0.122
H -3.14679 -0.86239 3.40956 0.135
H -1.95100 -1.77968 5.35487 0.079
H -2.66106 -0.20097 5.74042 0.042
H -0.94363 -0.33097 5.53660 0.077
H -1.00058 -0.55087 1.90652 0.019
H -1.04166 -1.87399 2.78158 0.072
C -3.07503 -2.43760 -4.87898 -0.111
O -1.76813 -2.77126 -5.24272 -0.165
C -1.13920 -3.74619 -4.45543 -0.236
C -1.12584 -3.59087 -2.92832 -0.408
C -0.33937 -2.31069 -2.61595 -0.059
N -0.30586 -4.76637 -2.52138 0.037
H -3.12135 -1.64559 -4.17158 0.055
H -3.71650 -3.23114 -4.61771 0.077
H -3.51773 -1.99588 -5.77422 0.092
H -1.52974 -4.82358 -4.69306 0.144
H -0.10775 -3.91321 -4.69674 0.108
H -2.09439 -3.68957 -2.41147 0.129
H -0.74983 -1.46029 -3.17818 0.075
H 0.72313 -2.30175 -2.92408 0.090
H -0.37251 -2.14833 -1.56616 0.030
H -0.92555 -5.53723 -2.40623 0.056
H -0.00826 -4.58425 -1.58414 0.036
C 1.10435 -4.62915 4.73566 -0.113
O 2.13209 -4.33288 3.83386 -0.199
C 1.88731 -3.33125 2.89622 -0.199
C 1.37713 -4.06991 1.59916 -0.444
C 2.33041 -5.03252 1.03131 -0.074
N 1.09090 -3.09766 0.51931 0.074
H 1.40383 -5.33222 5.46029 0.066
H 0.20116 -4.97005 4.18374 0.096
H 0.81765 -3.79852 5.42753 0.090
H 1.11127 -2.56724 3.25843 0.112
H 2.85971 -2.89611 2.54349 0.121
H 0.46950 -4.68022 1.83917 0.138
H 3.15252 -4.51204 0.41642 0.094
H 1.74309 -5.66686 0.44119 0.051
H 2.71024 -5.68220 1.89309 0.111
H 0.64815 -2.33007 0.94048 0.022
H 1.93062 -2.88675 0.00201 0.049
C 1.89255 0.51053 -2.86673 -0.093
O 0.87731 1.27623 -2.21414 -0.215
C 1.34705 1.69017 -0.96283 -0.218
C 0.12159 1.93496 -0.11993 -0.398
C 0.52126 2.50270 1.23511 -0.038
N -0.59411 0.62056 0.09750 0.073
H 1.47769 0.01215 -3.76787 0.095
H 2.25673 -0.20143 -2.07158 0.080
H 2.79865 1.08989 -3.05535 0.086
H 1.91105 0.93580 -0.43948 0.112
H 1.87465 2.63788 -1.10512 0.140
H -0.56799 2.63413 -0.58279 0.119
H 0.75384 3.59313 1.09781 0.095
H 1.39547 2.05935 1.64865 0.040
H -0.30098 2.39213 1.97731 0.066
H -1.49790 0.94452 0.50585 0.048
H -0.83115 0.32397 -0.86252 0.069
C 7.31850 -5.15038 -0.60887 -0.132
O 7.24913 -3.74403 -0.56564 -0.205
C 5.88880 -3.28939 -0.78857 -0.185
C 5.67621 -1.99683 -0.01185 -0.436
C 6.13287 -2.23457 1.43173 -0.040
N 4.26049 -1.69673 -0.09912 0.063
H 8.38496 -5.48956 -0.72414 0.099
H 6.74765 -5.51340 -1.47678 0.084
H 6.88484 -5.67292 0.25595 0.085
H 5.68853 -3.21322 -1.81427 0.112
H 5.26830 -4.01230 -0.33607 0.081
H 6.30048 -1.19878 -0.48728 0.149
H 5.46135 -3.00322 1.86051 0.086
H 5.94299 -1.25487 2.03563 0.085
H 7.16432 -2.53163 1.53011 0.071
H 4.02310 -1.40121 0.84262 0.041
H 4.02410 -0.91161 -0.71226 0.070
C -3.76879 1.29187 -2.83937 -0.097
O -3.73317 -0.06090 -2.42380 -0.180
C -4.47380 -0.13507 -1.24100 -0.220
C -4.55921 -1.52986 -0.60054 -0.448
C -5.69479 -1.71199 0.40539 -0.050
N -3.36804 -1.98108 -0.03234 0.074
H -3.13209 1.30736 -3.72455 0.081
H -3.40895 2.04492 -2.16705 0.075
H -4.77945 1.50629 -3.04222 0.072
H -4.02255 0.59414 -0.50027 0.132
H -5.48877 0.17101 -1.47070 0.114
H -4.73451 -2.21427 -1.45513 0.149
H -5.47131 -1.28074 1.37565 0.066
H -5.82271 -2.75574 0.60777 0.070
H -6.59590 -1.18546 0.10585 0.072
H -2.66586 -2.23059 -0.70125 0.055
H -3.02599 -1.43203 0.68949 0.032
C -2.07024 6.03546 2.95545 -0.116
O -2.43695 5.84007 1.61511 -0.224
C -3.00971 6.91920 0.93846 -0.218
C -2.57036 6.85573 -0.50911 -0.447
C -1.10876 7.13132 -0.65688 -0.061
N -3.35070 7.78879 -1.33001 0.040
H -1.33255 6.83612 3.10555 0.088
H -1.64651 4.99180 3.19020 0.102
H -2.90974 6.24735 3.65104 0.092
H -4.07658 6.97836 1.12578 0.126
H -2.55511 7.82161 1.35990 0.123
H -2.75699 5.76895 -0.83631 0.152
H -0.79066 7.21231 -1.68109 0.074
H -0.55630 6.37945 -0.09736 0.081
H -0.84511 8.05199 -0.22477 0.065
H -4.30741 7.52495 -1.33582 0.054
H -3.04159 7.88567 -2.29189 0.073
C -0.16459 2.90679 -6.30310 -0.072
C -0.02896 2.41279 -4.90422 -0.437
C -0.75127 3.39616 -3.88062 -0.026
O -0.67988 1.08441 -4.76362 -0.092
H 0.23801 2.17945 -7.01127 0.087
H 0.34513 3.82047 -6.52174 0.075
H -1.26147 3.05572 -6.46983 0.101
H 0.98990 2.29687 -4.61103 0.101
H -0.78422 2.86792 -2.88377 0.074
H -1.72030 3.55278 -4.34460 0.066
H -0.31812 4.33115 -3.87746 0.039
H -1.03088 0.93514 -5.68645 0.100
C 3.06891 -0.47765 4.62506 -0.061
C 2.83560 0.46303 3.44915 -0.462
C 4.18052 0.99076 2.81959 -0.049
O 2.21080 -0.27980 2.39344 -0.104
H 3.49920 0.11959 5.42266 0.071
H 3.82308 -1.24974 4.37712 0.087
H 2.11743 -0.89574 5.07631 0.093
H 2.29068 1.34594 3.78417 0.121
H 5.03900 0.31584 2.99319 0.049
H 4.43633 1.91192 3.35668 0.069
H 4.16648 1.25683 1.72334 0.089
H 1.35195 -0.56477 2.71793 0.023
```

* strongest force on any atom: 3.79 eV Å⁻¹
* SMILES: COC[C@H](C)N.COC[C@H](C)N.COC[C@H](C)N.COC[C@H](C)N.COC[C@H](C)N.COC[C@H](C)N.COC[C@H](C)N.CC(C)O.CC(C)O
* total charge: 0
* relative energy (zero: lowest compared OMol25 entry of this formula, charge and spin): 209.05 kJ/mol
* highest occupied orbital energy: -8.4 eV